{
  "formula": "C12H26IN4O2S",
  "method": "ωB97M-V/def2-TZVPD",
  "molar_mass_g_mol": 417.3,
  "e_tot_ev": -41850.3959,
  "total_charge": -1,
  "elements": ["C", "H", "H", "C", "C", "C", "H", "C", "H", "H", "C", "H", "I", "H", "N", "H", "C", "H", "H", "O", "H", "C", "C", "H", "O", "H", "H", "N", "H", "H", "S", "H", "H", "N", "H", "H", "C", "C", "H", "C", "N", "H", "H", "H", "H", "H"],
  "coordinates": [[1.164515, 0.297222, -2.788793], [1.358483, 1.154218, -3.437275], [0.018641, 6.494362, 3.670734], [0.346847, 5.441616, 3.582036], [1.134204, -3.616500, -2.974519], [1.946470, -0.936052, -3.229571], [0.863250, -1.862292, -1.039189], [-0.652556, 1.490661, 1.617487], [2.451641, -1.428935, -2.398546], [1.428743, 0.602022, -1.776967], [0.191631, -2.673605, -0.718428], [-0.634808, 5.205427, 5.649879], [1.078747, -5.666640, -0.771456], [0.093434, 0.103592, -2.824401], [-1.584895, -0.945258, -0.464227], [0.620374, 3.220792, 1.534943], [-1.776162, -0.746654, 0.975868], [-0.971632, 1.902164, 2.579098], [-0.872430, -0.297470, -0.786018], [1.223172, 5.926705, 5.978018], [-2.001192, -1.934260, -3.886717], [-0.622163, -0.034113, 1.667205], [0.261187, -3.823734, -1.740102], [0.798566, 4.052413, 5.355622], [-0.425511, 4.620303, 3.077262], [2.189338, -3.724705, -2.724468], [-1.972029, -1.728407, 1.407711], [-2.378763, -2.179149, -2.989605], [1.493032, 1.724710, 1.839874], [-1.545480, -4.759033, -1.423937], [0.958923, -2.195144, -4.069544], [-2.692038, -0.154962, 1.091484], [0.305061, -0.379381, 1.193197], [-1.130910, -4.111106, -2.124754], [-0.574493, -0.376142, 2.706072], [1.432650, 5.334167, 3.389991], [-1.621204, -2.821942, -2.037916], [0.663794, 2.167108, 1.277958], [0.860062, -4.431994, -3.651197], [0.455082, 5.096906, 5.488446], [-1.192377, -2.226584, -0.838048], [0.444439, -2.970390, 0.299020], [0.896189, 2.062975, 0.216333], [-3.352054, -1.992797, -2.849729], [-1.409252, 1.788196, 0.883655], [2.731474, -0.668313, -3.936485]],
  "forces_ev_per_a": [[-0.08, 0.20, -0.01], [-0.01, -0.06, -0.03], [0.00, -0.13, 0.51], [-0.14, 0.59, -3.45], [-0.15, -0.59, -0.16], [0.37, 0.00, -0.20], [-0.02, -0.01, 0.13], [-0.39, 0.34, 0.05], [-0.08, 0.05, 0.02], [0.02, 0.00, 0.10], [0.25, 0.49, 0.21], [0.07, 0.04, -0.35], [0.44, -0.93, 0.59], [-0.07, -0.02, 0.07], [0.29, -0.12, -0.50], [-0.01, 0.09, -0.09], [-0.38, -0.04, -0.16], [-0.21, -0.11, -0.07], [0.00, 0.34, -0.15], [-0.03, 0.06, -0.30], [0.18, 0.05, -0.18], [0.53, -0.44, 0.20], [-1.09, 1.19, -0.92], [-0.07, 0.16, -0.32], [-0.02, 0.03, 0.55], [0.01, 0.04, 0.02], [0.09, 0.00, 0.00], [0.00, 0.07, 0.13], [-0.05, 0.00, 0.00], [0.16, -0.19, 0.09], [-0.19, 0.14, -0.06], [0.00, -0.01, 0.16], [0.00, -0.10, 0.08], [0.09, -0.45, 0.28], [0.07, 0.07, -0.02], [-0.03, -0.12, 0.50], [-0.14, 0.59, -0.93], [0.28, -0.23, -0.10], [0.22, -0.12, 0.16], [0.17, -0.57, 2.92], [-0.10, -0.55, 1.06], [0.10, -0.05, 0.07], [0.08, -0.01, -0.04], [-0.25, 0.02, 0.04], [0.02, 0.16, 0.06], [0.06, 0.15, 0.07]]
}